(1)
ORCA calculation (ωB97M-V/def2-TZVPD) on C8H20N4OPtS as an isolated structure.

Geometry as ORCA input:
```
! RIJCOSX wB97M-V def2-TZVPD def2/J DEFGRID3
* xyz 2 1
Pt 0.596 -0.324 -0.652
C -2.160 -1.209 -1.702
C -1.156 -0.960 -2.822
N -0.239 0.172 -2.455
C -0.936 1.500 -2.538
C -0.450 2.483 -1.493
S -0.313 1.725 0.156
C -2.003 1.079 0.440
C -2.090 -0.437 0.677
N -1.472 -1.247 -0.388
H -2.920 -0.428 -1.670
H -2.692 -2.144 -1.886
H -0.524 -1.838 -2.973
H -1.659 -0.741 -3.767
H 0.514 0.181 -3.143
H -0.802 1.909 -3.540
H -2.002 1.315 -2.421
H 0.557 2.846 -1.702
H -1.109 3.350 -1.443
H -2.379 1.589 1.327
H -2.627 1.400 -0.391
H -1.580 -0.696 1.606
H -3.146 -0.698 0.794
H -1.363 -2.201 -0.061
C 3.407 -0.905 4.001
N 2.373 -1.222 3.023
C 2.248 -0.647 1.838
N 3.022 0.387 1.501
O 1.353 -1.105 1.043
H 3.281 -1.569 4.851
H 3.306 0.121 4.356
H 4.399 -1.072 3.582
H 1.725 -1.971 3.210
H 3.778 0.677 2.101
H 3.065 0.680 0.540
*
```

E_HOMO (spin up / spin down)	-15.4 / -15.1	eV
HOMO-LUMO gap (spin up / spin down)	7.3 / 7.1	eV
lowest unoccupied orbital energy (spin up / spin down)	-0.298 / -0.297	Eh

Atom charges from the Mulliken analysis, given in e for atoms 1 to 5:
1 Pt 0.731
2 C -0.599
3 C -0.753
4 N -0.310
5 C -0.502

---

(2)
ORCA calculation (ωB97M-V/def2-TZVPD) on a 2-piece molecular cluster, C6H14NO2 overall in a non-equilibrium geometry.

Geometry as ORCA input:
```
! RIJCOSX wB97M-V def2-TZVPD def2/J DEFGRID3
* xyz -1 1
C 0.278 1.962 1.267
C 2.142 -1.071 0.248
C 0.397 0.296 -1.789
C -0.555 1.447 0.142
C 0.601 -0.910 0.434
C 0.139 0.256 -0.477
N -2.824 -1.697 -0.496
O -2.366 -1.458 0.860
O -0.045 -1.988 -0.081
H 0.712 1.189 1.971
H 0.944 2.706 1.025
H -0.326 2.556 2.052
H 2.475 -0.013 0.496
H 2.454 -1.204 -0.787
H 2.671 -1.861 0.815
H 0.140 1.158 -2.425
H 0.820 -0.593 -2.319
H -1.271 -1.696 0.565
H -1.569 1.094 0.418
H -0.734 2.209 -0.579
H 0.497 -0.550 1.496
H -1.994 -1.446 -1.009
H -3.486 -0.799 -0.661
*
```

E_HOMO	-3.7	eV
HOMO-LUMO gap	7.5	eV
lowest unoccupied orbital energy	0.138	Eh
ΔE to the lowest compared entry with this formula, charge and spin	4.358	eV

Atom charges from the Mulliken analysis, given in e for atoms 1 to 5:
1 C -1.168
2 C -1.259
3 C -1.089
4 C -0.406
5 C 0.018

---

(3)
ORCA calculation (ωB97M-V/def2-TZVPD) on C19H25Cl2N3ORuS2 as an isolated structure in a non-equilibrium geometry.

Geometry as ORCA input:
```
! RIJCOSX wB97M-V def2-TZVPD def2/J DEFGRID3
* xyz 1 2
Ru 0.197 0.134 0.778
C -0.708 2.443 -1.118
N 0.272 1.344 -1.270
C 1.623 1.911 -1.444
C -0.150 0.467 -2.331
C 0.239 0.622 -3.648
C -0.368 -0.134 -4.642
C -1.400 -0.992 -4.298
C -1.750 -1.180 -2.968
C -1.062 -0.508 -1.953
N -1.216 -0.693 -0.592
C -1.919 -1.724 0.017
C -2.179 -2.986 -0.512
C -2.843 -3.942 0.247
C -3.259 -3.654 1.535
C -2.941 -2.419 2.090
C -2.268 -1.478 1.336
N -1.835 -0.198 1.845
C -1.599 -0.174 3.298
C -2.726 0.914 1.453
H -0.646 3.119 -1.977
H -0.505 3.013 -0.218
H -1.714 2.034 -1.071
H 1.625 2.722 -2.176
H 2.314 1.139 -1.773
H 1.964 2.316 -0.493
H 0.990 1.353 -3.919
H -0.078 -0.001 -5.674
H -1.939 -1.524 -5.070
H -2.584 -1.817 -2.717
H -1.800 -3.243 -1.490
H -3.013 -4.927 -0.167
H -3.803 -4.383 2.118
H -3.228 -2.206 3.111
H -2.539 -0.175 3.857
H -1.060 0.737 3.551
H -1.005 -1.038 3.591
H -3.624 0.908 2.078
H -3.024 0.797 0.416
H -2.213 1.865 1.582
Cl 0.674 -2.649 1.425
C 2.266 -2.516 0.650
Cl 2.196 -1.213 -0.560
H 2.493 -3.447 0.147
H 3.004 -2.256 1.400
C 2.577 3.870 3.470
O 2.724 2.436 3.402
C 1.870 1.740 2.712
S 0.540 2.376 1.909
S 2.060 0.086 2.593
H 3.368 4.211 4.127
H 1.601 4.135 3.873
H 2.693 4.301 2.477
*
```

E_HOMO (spin up / spin down)	-10.0 / -10.0	eV
HOMO-LUMO gap (spin up / spin down)	5.5 / 6.2	eV
⟨S²⟩	0.77
lowest unoccupied orbital energy (spin up / spin down)	-0.164 / -0.141	Eh
ΔE to the lowest compared entry with this formula, charge and spin	1.807	eV

Atom charges from the Mulliken analysis, given in e for atoms 1 to 5:
1 Ru -0.409
2 C -1.247
3 N 1.508
4 C -1.161
5 C 0.475

---

(4)
ORCA calculation (ωB97M-V/def2-TZVPD) on C44H36CdF15GeN6O3S4Te as an isolated structure in a non-equilibrium geometry.

Geometry as ORCA input:
```
! RIJCOSX wB97M-V def2-TZVPD def2/J DEFGRID3
* xyz -1 1
Cd -9.614 -20.604 8.443
C -11.707 -23.122 3.098
C -11.126 -21.725 3.034
N -9.987 -21.531 3.899
C -10.201 -21.272 5.205
S -8.780 -20.823 6.050
N -11.425 -21.343 5.740
N -11.507 -21.050 7.094
C -12.653 -20.892 7.550
C -13.863 -20.907 6.705
C -12.783 -20.550 9.015
C -13.984 -20.632 9.693
C -14.018 -20.360 11.093
C -12.811 -19.939 11.702
C -11.652 -19.964 10.924
N -11.633 -20.220 9.603
H -12.541 -23.167 2.406
H -12.029 -23.429 4.133
H -10.999 -23.909 2.718
H -11.919 -20.977 3.355
H -10.818 -21.479 1.986
H -9.050 -21.529 3.523
H -14.579 -20.166 7.069
H -14.316 -21.926 6.698
H -13.622 -20.722 5.686
H -14.932 -20.966 9.268
H -14.968 -20.430 11.635
H -12.706 -19.615 12.772
H -10.723 -19.878 11.362
C -8.833 -11.471 8.094
C -9.148 -12.757 8.945
C -10.441 -13.148 9.113
C -10.720 -14.268 9.900
C -9.690 -15.021 10.349
C -8.409 -14.764 10.118
C -8.101 -13.542 9.472
S -10.003 -16.714 10.955
O -8.749 -17.093 11.617
O -11.162 -16.702 11.752
N -10.047 -17.602 9.683
C -11.160 -17.435 8.851
C -12.455 -17.032 9.194
C -13.447 -17.134 8.216
C -13.136 -17.594 6.963
C -11.875 -17.960 6.745
N -10.888 -17.907 7.635
H -8.480 -10.639 8.797
H -9.755 -11.084 7.631
H -7.987 -11.546 7.409
H -11.269 -12.592 8.770
H -11.711 -14.636 10.131
H -7.645 -15.370 10.459
H -7.079 -13.174 9.346
H -12.641 -16.679 10.197
H -14.467 -16.941 8.408
H -13.877 -17.674 6.163
H -11.564 -18.384 5.760
C -5.221 -18.187 8.558
S -7.037 -18.043 8.755
C -7.288 -17.260 7.126
O -7.456 -19.465 8.696
H -5.048 -18.682 7.587
H -4.910 -18.822 9.387
H -4.655 -17.202 8.530
H -8.353 -17.269 6.916
H -6.787 -17.815 6.276
H -6.778 -16.276 7.043
F -5.375 -22.734 13.661
C -4.959 -22.721 12.381
C -5.898 -22.657 11.330
C -5.423 -22.481 10.062
F -6.161 -22.349 8.936
C -4.077 -22.472 9.765
F -3.606 -22.213 8.549
C -3.162 -22.667 10.820
F -1.896 -22.591 10.572
C -3.646 -22.827 12.091
F -2.751 -22.882 13.147
Ge -7.820 -22.311 11.647
S -9.249 -22.493 10.068
C -7.573 -20.802 12.826
C -8.165 -20.580 14.093
F -8.932 -21.475 14.781
C -7.959 -19.358 14.795
F -8.465 -19.222 16.026
C -7.194 -18.330 14.224
F -7.218 -17.124 14.746
C -6.679 -18.509 12.954
F -5.941 -17.597 12.373
C -6.832 -19.752 12.357
F -6.139 -19.852 11.186
C -8.615 -23.746 12.789
C -9.938 -23.649 13.158
F -10.662 -22.570 12.873
C -10.682 -24.711 13.721
F -11.953 -24.509 14.088
C -10.181 -25.974 13.677
F -10.940 -27.047 13.951
C -8.893 -26.177 13.157
F -8.382 -27.386 13.110
C -8.125 -25.058 12.810
F -6.850 -25.208 12.563
C -7.344 -17.321 1.238
Te -7.714 -18.552 2.871
C -9.061 -17.334 3.925
H -7.266 -16.305 1.615
H -8.097 -17.427 0.494
H -6.470 -17.658 0.774
H -10.036 -17.309 3.401
H -8.620 -16.354 3.942
H -9.169 -17.894 4.862
*
```

E_HOMO	-5.6	eV
HOMO-LUMO gap	7.3	eV
lowest unoccupied orbital energy	0.062	Eh
ΔE to the lowest compared entry with this formula, charge and spin	2.437	eV

Atom charges from the Mulliken analysis, given in e for atoms 1 to 5:
1 Cd 2.305
2 C -1.085
3 C -0.321
4 N -0.011
5 C -0.120

---

Number 1: E -30696.0185 eV. Number 2: E -12031.0638 eV. Number 3: E -75916.9068 eV. Number 4: E -213770.4543 eV.